Model P:
DFT (wB97M-V/def2-TZVPD) results for 2 unconnected molecules or ions with the total composition C6H10N2O2.

Highest occupied orbital energy (alpha / beta)   -6.28 / -6.28 eV
Net charge   0
Gap between HOMO and LUMO (alpha / beta)   7.02 / 7.02 eV

```
20
Properties=species:S:1:pos:R:3:nbo_charge:R:1
C -2.9133 1.1575 -1.1431 0.061
C -1.7394 0.6061 -0.6730 -0.337
C -3.5687 -0.2963 0.4425 -0.044
C 2.8596 -1.8098 -0.4263 -0.733
C 2.7060 -0.3454 -0.7712 0.473
C -1.3376 -1.1136 1.0224 0.329
N -3.9475 0.6541 -0.5133 -0.558
N -2.0543 -0.3224 0.2599 -0.283
O -0.0074 -1.2063 1.0576 -0.679
O 2.0234 0.3614 -0.1100 -0.560
H -2.9563 2.1096 -1.6480 0.206
H -0.7014 0.9181 -1.0191 0.221
H -3.8606 0.0204 1.4708 0.200
H 3.6230 -2.3329 -0.9930 0.223
H 2.9882 -1.8867 0.6845 0.244
H 1.8987 -2.2273 -0.6708 0.255
H 3.0972 -0.0209 -1.7775 0.111
H -3.9034 -1.3520 0.3708 0.193
H -1.8253 -1.8640 1.5818 0.161
H 0.3929 -0.3250 0.7777 0.516
```

***

Model Q:
DFT (wB97M-V/def2-TZVPD) results for a single C6H10N2O2 molecule.

Highest occupied orbital energy   -8.85 eV
Net charge   0
SMILES   C[C@@]1(C(N)=O)NC[C@H]2O[C@H]21
Gap between HOMO and LUMO   9.53 eV

```
20
Properties=species:S:1:pos:R:3:nbo_charge:R:1
C 0.4004 1.4671 1.3907 -0.598
C 0.0793 0.3783 0.3691 -0.003
N -0.5808 -0.7575 0.9856 -0.633
C -1.4890 -1.4206 0.0633 -0.241
C -1.8916 -0.2983 -0.8658 0.039
O -2.2679 0.9017 -0.1916 -0.482
C -0.9447 0.7998 -0.6899 0.064
C 1.3460 0.0213 -0.4349 0.650
N 2.3276 -0.6881 0.1291 -0.850
H -0.5382 1.9023 1.7546 0.235
H 0.9463 1.0376 2.2424 0.213
H 1.0190 2.2532 0.9409 0.223
H -0.0381 -1.3312 1.6161 0.374
H -1.0242 -2.2140 -0.5528 0.172
H -2.3422 -1.8652 0.5961 0.208
H -2.4056 -0.5062 -1.8055 0.201
H -0.6527 1.4995 -1.4748 0.227
O 1.6731 0.6477 -1.4591 -0.640
H 2.0629 -1.5435 0.5994 0.402
H 3.2139 -0.3862 -0.4367 0.437
```

***

Model R:
DFT (wB97M-V/def2-TZVPD) results for a single C6H10N2O2 molecule.

Highest occupied orbital energy   -9.13 eV
Net charge   0
SMILES   O=C(O)[C@@]12C[C@@H]1NCCN2
Gap between HOMO and LUMO   9.89 eV

```
20
Properties=species:S:1:pos:R:3:nbo_charge:R:1
C 1.3640 -1.5013 0.9014 0.768
C 0.0614 0.6182 1.8284 -0.423
C -0.5057 0.8985 -1.6015 -0.219
C -1.5691 0.0190 -0.9335 -0.230
C 0.7429 0.9857 0.5132 -0.026
C 0.1964 -0.5161 0.7628 -0.022
N 0.1040 1.6951 -0.5899 -0.636
N -0.8432 -0.9786 -0.1246 -0.647
O 2.2151 -1.4913 1.7638 -0.594
O 1.5448 -2.3249 -0.1298 -0.670
H 0.7437 0.2791 2.6635 0.250
H -0.8252 0.9011 2.1159 0.210
H 0.2474 0.2118 -2.2148 0.164
H -1.0376 1.6189 -2.2808 0.215
H -2.2912 0.6205 -0.3073 0.190
H -2.0640 -0.6422 -1.7165 0.210
H 1.7570 0.8507 0.6217 0.210
H 0.6976 2.4237 -0.8296 0.382
H -1.4456 -1.5413 0.3937 0.369
H 0.9075 -2.1266 -0.8361 0.499
```

***

Taking the most stable structure as the zero point, the relative energies in eV are model P 2.100; model Q 0.000; model R 0.577.